(i)
{"formula": "C24H40N5O6SSi2TeV", "method": "ωB97M-V with the def2-TZVPD basis set", "e_lumo_ha": [0.0805, 0.0804], "e_homo_ev": [-3.956, -4.638], "homo_lumo_gap_ev": [6.15, 6.83], "total_charge": -1, "spin_multiplicity": 4, "symbols": ["H", "C", "C", "H", "C", "H", "H", "H", "C", "H", "H", "S", "O", "H", "H", "C", "H", "H", "H", "H", "H", "C", "H", "H", "C", "H", "H", "H", "C", "C", "H", "Te", "H", "C", "H", "C", "H", "H", "Si", "H", "C", "O", "H", "C", "C", "H", "O", "C", "N", "C", "N", "H", "H", "O", "Si", "H", "N", "H", "H", "C", "H", "N", "C", "C", "O", "C", "H", "V", "H", "N", "C", "C", "C", "H", "H", "H", "O", "C", "H", "H"], "coordinates": [[-4.11, -0.59, 4.95], [3.66, -1.67, -1.05], [3.59, 1.30, -1.71], [-0.36, -2.71, -0.87], [4.90, 1.74, -1.58], [-5.05, 0.20, 0.88], [-4.38, -2.74, 0.54], [-3.92, -3.67, -2.88], [2.80, 3.05, -0.41], [-1.66, -5.98, -0.03], [-3.37, -2.07, -2.38], [1.45, -1.19, 2.23], [0.08, -0.38, -2.10], [-1.49, -1.11, 2.86], [4.25, 4.42, 0.35], [-1.98, -5.56, -0.99], [-3.74, -4.17, 1.36], [2.30, 3.13, 2.37], [-2.94, -1.95, 2.29], [6.18, 3.19, -0.63], [1.07, 4.18, -0.87], [-5.15, 0.24, 1.97], [2.16, 4.91, 0.29], [5.69, 1.22, -2.10], [-0.15, 0.67, -2.82], [1.90, -1.20, -2.09], [-5.65, -0.68, 2.30], [4.22, 0.03, -3.27], [-0.42, 2.97, -3.29], [1.91, 0.51, 2.61], [1.52, 0.65, 3.64], [-1.74, -0.72, 0.22], [4.73, -1.56, -1.25], [3.38, -1.10, 0.34], [3.73, -0.07, 0.44], [3.31, 0.16, -2.68], [-1.13, -5.61, -1.68], [-4.30, 1.17, 5.00], [-2.57, -3.79, -0.80], [3.02, 0.49, 2.71], [-1.16, -2.76, -0.13], [2.40, -2.08, 2.95], [-2.53, 2.07, 1.17], [5.16, 2.84, -0.78], [-0.50, 1.93, -2.27], [-4.85, -4.36, 0.00], [-0.49, 4.17, -3.13], [4.10, 3.51, -0.22], [1.35, 1.37, 1.64], [-2.38, -1.02, 2.24], [2.57, 1.90, -1.07], [-5.79, 1.08, 2.23], [2.53, 0.47, -3.37], [-0.69, 2.12, -1.01], [-3.46, 0.42, 2.78], [3.88, -1.71, 1.10], [1.92, -1.10, 0.57], [-2.25, -3.17, -3.18], [-0.08, 3.19, 0.68], [1.30, 2.73, 2.10], [0.69, 2.84, 3.02], [2.91, -1.13, -2.15], [-3.08, -3.11, -2.47], [-3.67, 0.36, 4.64], [-0.09, 2.75, -5.70], [-4.02, -3.76, 0.39], [1.50, -1.91, 0.12], [0.77, 0.73, -0.29], [3.46, -2.75, -1.01], [0.75, 3.60, 1.09], [-0.17, 2.25, -4.61], [0.05, 0.79, -4.26], [1.66, 3.97, 0.02], [-2.70, 0.45, 5.14], [-3.29, 2.88, 2.54], [-0.75, -3.14, 0.81], [0.37, -0.09, -5.04], [-2.68, 2.02, 2.26], [-1.70, 2.14, 2.72], [-2.77, -6.21, -1.39]]}


(ii)
{"formula": "C24H40N5O6SSi2TeV", "method": "ωB97M-V with the def2-TZVPD basis set", "e_lumo_ha": [0.0741, 0.0740], "e_homo_ev": [-3.761, -4.254], "homo_lumo_gap_ev": [5.78, 6.27], "total_charge": -1, "spin_multiplicity": 4, "symbols": ["H", "H", "C", "C", "O", "H", "C", "C", "N", "H", "C", "C", "C", "H", "N", "H", "H", "C", "H", "H", "Te", "H", "H", "H", "H", "C", "H", "C", "H", "H", "H", "H", "C", "C", "N", "O", "H", "H", "N", "H", "C", "H", "H", "H", "H", "O", "H", "V", "O", "H", "Si", "C", "H", "C", "H", "Si", "S", "H", "O", "C", "H", "C", "H", "H", "C", "C", "C", "C", "H", "H", "H", "H", "C", "C", "O", "H", "C", "N", "H", "H"], "coordinates": [[3.11, -2.84, 1.48], [-3.87, -0.09, -1.20], [-0.17, 3.25, 2.28], [4.06, -2.02, -2.66], [0.32, 6.17, -2.64], [1.55, 1.01, -3.47], [-4.06, 1.35, 0.38], [-1.48, -0.15, 2.47], [-1.12, 0.53, -1.99], [0.90, -1.56, -5.08], [2.47, 0.56, -3.09], [1.11, -1.96, -1.92], [-0.16, -4.73, 0.07], [-0.65, -3.80, -0.23], [-1.03, 3.56, 1.15], [-0.35, -3.17, 2.78], [2.95, -5.89, 2.29], [-2.19, -1.09, 1.51], [0.20, -5.21, -0.84], [-2.74, 3.13, 2.25], [1.46, -1.27, 0.08], [4.83, -1.68, -3.36], [4.35, -1.69, -1.66], [2.62, 0.93, -2.07], [-5.12, 1.59, 0.23], [-2.43, 3.84, 1.48], [-3.12, -1.43, 1.99], [0.37, 4.02, -1.56], [2.58, -6.39, 0.64], [1.14, -3.05, -1.87], [2.59, -1.54, -5.60], [-2.92, 4.36, -0.54], [-0.58, 0.32, 4.63], [1.36, 3.31, -0.83], [-2.44, -0.51, 0.23], [-0.83, 3.58, -1.70], [0.86, 3.23, 1.91], [4.05, -3.11, -2.68], [-1.11, 1.04, 2.01], [-0.36, 0.03, 5.65], [2.14, -6.02, 1.57], [3.01, -3.44, -0.17], [-4.55, -0.74, 0.29], [0.27, 2.30, 4.80], [1.47, -6.80, 1.95], [1.14, 2.17, -0.27], [-3.39, 2.33, -1.29], [-0.97, 1.88, -0.41], [-1.57, -0.77, -4.12], [-0.23, 4.00, 3.08], [2.38, -1.30, -3.13], [-0.51, 1.90, 2.85], [-1.55, -1.53, 4.12], [2.41, -3.11, 0.68], [-1.55, -1.97, 1.40], [1.22, -4.41, 1.29], [-1.59, 0.50, -3.38], [1.89, -3.00, -4.89], [3.63, 3.81, -0.16], [0.90, 5.30, -2.03], [-1.93, -0.91, -0.54], [-1.23, -0.55, 3.78], [-3.86, 1.41, 1.45], [0.12, -4.72, 3.49], [-0.22, 1.57, 4.16], [1.90, -1.91, -4.84], [2.35, 5.34, -1.57], [-3.77, -0.07, -0.11], [0.11, -1.65, -2.20], [-0.92, -5.38, 0.51], [-4.33, 3.96, 0.47], [3.30, 0.91, -3.71], [2.60, 4.08, -0.76], [-3.29, 3.69, 0.24], [3.14, 6.23, -1.77], [-2.56, 4.85, 1.90], [0.49, -3.86, 2.93], [-3.19, 2.32, -0.29], [1.23, -3.34, 3.54], [-0.64, 4.33, 0.61]]}


Top of the stability list: (ii), leading by 0.0462 hartree.